No. 1
Entry from the Open Molecules 2025 dataset: a structure of composition H3N4O2 in a non-equilibrium geometry (ωB97M-V/def2-TZVPD).

The geometry in XYZ format:
```
9
Properties=species:S:1:pos:R:3
N -1.48 1.02 -0.25
N -0.63 -1.01 0.18
N 0.31 -1.42 1.17
N -0.62 0.13 -0.25
O 1.04 0.53 -0.96
O -1.36 2.10 -0.81
H 1.04 -2.02 0.79
H 0.68 -0.57 1.64
H 1.02 1.25 -1.50
```

The spin multiplicity is 1. The calculation puts the highest occupied orbital energy at -3.066 eV. The value obtained for the frontier orbital gap is 7.75 eV. Its charge is -1. The energy above the lowest of the compared OMol25 structures with the same formula, charge and spin comes out at 196.1 kJ/mol.

---

No. 2
Entry from the Open Molecules 2025 dataset: a cluster of 2 separate species, H3N4P in total in a non-equilibrium geometry (ωB97M-V/def2-TZVPD).

The geometry in XYZ format:
```
8
Properties=species:S:1:pos:R:3
N -1.59 -1.35 1.73
N -1.62 -0.44 0.92
N 1.37 0.85 0.01
N 1.51 0.72 -1.21
P -2.09 0.55 -0.12
H -0.80 -1.76 2.19
H 1.31 -0.14 -1.72
H 1.92 1.57 -1.80
```

The spin multiplicity is 1. The calculation puts the highest occupied orbital energy at -8.083 eV. The value obtained for the frontier orbital gap is 8.08 eV. Its charge is 0. The energy above the lowest of the compared OMol25 structures with the same formula, charge and spin comes out at 78.4 kJ/mol.

---

No. 3
Entry from the Open Molecules 2025 dataset: the molecule H3N7 in a non-equilibrium geometry (ωB97M-V/def2-TZVPD).

The geometry in XYZ format:
```
10
Properties=species:S:1:pos:R:3
H 1.02 -2.65 -1.53
N 0.42 -2.29 -0.79
N -0.19 -1.27 -1.17
N -1.30 -0.82 -1.05
N -1.84 0.17 -0.47
N -1.08 0.86 0.44
N 0.17 0.64 0.46
N 0.87 1.40 1.36
H 0.30 2.02 1.83
H 1.64 1.94 0.91
```

Its SMILES is [H]/N=N/N=N\N=N\N. The spin multiplicity is 1. The calculation puts the highest occupied orbital energy at -8.977 eV. The value obtained for the frontier orbital gap is 8.54 eV. Its charge is 0. The energy above the lowest of the compared OMol25 structures with the same formula, charge and spin comes out at 20.3 kJ/mol.

---

For reference, E_tot by record: -10098.3817, -15292.4724, -10472.5157 eV.